No. 1
ORCA calculation (the ωB97M-V functional and the def2-TZVPD basis) on a molecular structure, C3H5NOS2.

Geometry (Å):
1 C -0.051 0.954 -2.182
2 C 0.393 -0.521 0.042
3 C 0.479 -0.806 1.504
4 H -0.774 0.081 -2.779
5 H 0.029 2.243 -2.818
6 H 1.116 0.491 -2.266
7 H 1.547 -1.322 1.899
8 H -1.893 0.189 3.212
9 N -0.162 -0.612 2.566
10 O -1.329 0.070 2.335
11 S -0.732 0.704 -0.480
12 S 1.378 -1.472 -1.034

## Properties
* total energy: -28394.536 eV
* gap between HOMO and LUMO: 7.718 eV
* energy relative to the best compared isomer or geometry (same formula, charge and spin): 5.6943 eV
* total charge: 0

***

No. 2
ORCA calculation (the ωB97M-V functional and the def2-TZVPD basis) on C3H5NOS3 in the gas phase.

Geometry (Å):
1 O 1.536 -0.938 1.490
2 C 0.192 -1.237 1.203
3 S -1.094 -1.064 2.483
4 C -0.189 -1.405 -0.285
5 S 0.719 -0.049 -1.328
6 C -0.517 1.103 -0.608
7 N -0.649 2.365 -0.925
8 S 0.529 3.128 -1.950
9 H 0.259 -0.647 3.348
10 H -1.175 -1.432 -0.588
11 H 0.120 -2.521 -0.592
12 H -1.198 0.609 0.097
13 H 1.467 2.086 -2.347

## Properties
* total energy: -39231.136 eV
* gap between HOMO and LUMO: 8.254 eV
* energy relative to the best compared isomer or geometry (same formula, charge and spin): 4.1141 eV
* total charge: 0

***

No. 3
ORCA calculation (the ωB97M-V functional and the def2-TZVPD basis) on C3H5NOSe in the gas phase.

Geometry (Å):
1 C -0.909 0.938 -0.304
2 C -0.417 1.272 0.966
3 C 0.794 -0.826 -0.563
4 N -0.442 -0.172 -0.966
5 O -1.799 1.591 -0.865
6 Se 2.250 0.451 -0.091
7 H -0.456 2.252 1.379
8 H 0.090 0.514 1.504
9 H 0.729 -1.620 0.371
10 H 1.099 -1.411 -1.499
11 H -0.440 -0.067 -1.904

## Properties
* multiplicity: 3
* total energy: -72072.562 eV
* gap between HOMO and LUMO (spin up / spin down): 9.255 / 6.649 eV
* energy relative to the best compared isomer or geometry (same formula, charge and spin): 0.0000 eV
* total charge: 0

***

No. 4
ORCA calculation (the ωB97M-V functional and the def2-TZVPD basis) on a molecular structure, C3H5NS.

Geometry (Å):
1 C -0.480 0.726 -0.694
2 C 0.903 0.415 -0.031
3 C 0.112 -0.706 0.638
4 N -1.098 -0.178 0.058
5 S -1.125 1.618 -1.980
6 H 1.654 0.157 -0.685
7 H 1.300 1.199 0.575
8 H 0.362 -1.767 0.217
9 H 0.425 -0.788 1.786
10 H -2.052 -0.676 0.117

## Properties
* total energy: -15515.739 eV
* gap between HOMO and LUMO: 9.055 eV
* energy relative to the best compared isomer or geometry (same formula, charge and spin): 1.1338 eV
* total charge: 0

***

No. 5
ORCA calculation (the ωB97M-V functional and the def2-TZVPD basis) on C3H5NS in the gas phase.

Geometry (Å):
1 C -0.653 0.730 1.163
2 C 0.540 0.540 0.649
3 C 0.703 -0.400 -0.529
4 N -0.422 -0.659 -1.281
5 S 2.166 -1.107 -0.963
6 H -0.703 1.220 2.141
7 H -1.556 0.364 0.830
8 H 1.454 0.777 1.294
9 H -0.199 -1.068 -2.197
10 H -1.329 -0.397 -1.106

## Properties
* total energy: -15516.341 eV
* gap between HOMO and LUMO: 8.388 eV
* energy relative to the best compared isomer or geometry (same formula, charge and spin): 0.5310 eV
* total charge: 0

***

No. 6
ORCA calculation (the ωB97M-V functional and the def2-TZVPD basis) on C3H5NS in the gas phase.

Geometry (Å):
1 S -2.007 0.058 -0.070
2 C -0.509 -0.222 0.395
3 C 0.689 0.080 -0.425
4 C 1.861 0.675 0.246
5 N 1.967 -0.705 -0.244
6 H -0.286 -0.702 1.371
7 H 0.541 0.382 -1.430
8 H 2.361 1.433 -0.289
9 H 1.622 0.984 1.289
10 H 1.850 -1.283 0.585

## Properties
* total energy: -15515.348 eV
* gap between HOMO and LUMO: 8.644 eV
* energy relative to the best compared isomer or geometry (same formula, charge and spin): 1.5246 eV
* total charge: 0

***

No. 7
ORCA calculation (the ωB97M-V functional and the def2-TZVPD basis) on C3H5NS2 in the gas phase.

Geometry (Å):
1 C 0.690 0.331 -0.545
2 C 0.975 -0.370 0.755
3 C -1.737 -0.104 -0.207
4 N -0.719 0.615 -0.839
5 S -0.072 -1.810 0.807
6 S -1.722 1.456 0.425
7 H 1.289 1.332 -0.692
8 H 1.056 -0.430 -1.246
9 H 2.042 -0.536 0.858
10 H 0.602 0.290 1.433
11 H -2.404 -0.772 -0.748

## Properties
* total energy: -26348.686 eV
* gap between HOMO and LUMO (spin up / spin down): 7.694 / 7.698 eV
* energy relative to the best compared isomer or geometry (same formula, charge and spin): 4.0472 eV
* total charge: 0

***

No. 8
ORCA calculation (the ωB97M-V functional and the def2-TZVPD basis) on C3H5NS2 in the gas phase.

Geometry (Å):
1 C -1.113 -1.566 -0.634
2 C -0.521 0.718 -0.597
3 C 0.822 0.587 0.156
4 N -1.229 -0.398 -0.689
5 S 1.849 -0.763 -0.326
6 S 0.227 0.332 1.910
7 H -1.548 -2.598 -0.518
8 H -1.036 1.616 -0.017
9 H -0.298 1.114 -1.625
10 H 1.533 1.370 0.018
11 H 1.314 -0.410 2.324

## Properties
* total energy: -26348.631 eV
* gap between HOMO and LUMO (spin up / spin down): 6.608 / 6.611 eV
* energy relative to the best compared isomer or geometry (same formula, charge and spin): 4.1016 eV
* total charge: 0

***

No. 9
ORCA calculation (the ωB97M-V functional and the def2-TZVPD basis) on C3H5NS3 in the gas phase.

Geometry (Å):
1 C -1.248 2.650 1.143
2 N -1.092 1.569 0.485
3 S 0.177 0.535 0.806
4 C -0.173 -0.763 -0.261
5 S -1.471 -1.029 -1.179
6 C 0.961 -1.797 -0.178
7 S 2.228 -1.456 -1.525
8 H -0.471 3.172 1.733
9 H -2.274 3.159 1.072
10 H 0.639 -2.854 -0.387
11 H 1.444 -1.775 0.756
12 H 1.280 -1.410 -2.464

## Properties
* total energy: -37186.039 eV
* gap between HOMO and LUMO: 8.246 eV
* energy relative to the best compared isomer or geometry (same formula, charge and spin): 1.4203 eV
* total charge: 0

***

No. 10
ORCA calculation (the ωB97M-V functional and the def2-TZVPD basis) on C3H5NSi in the gas phase.

Geometry (Å):
1 C -0.516 1.217 -0.277
2 C -0.307 0.116 0.381
3 Si 1.312 -0.886 0.193
4 C 2.739 0.213 -0.159
5 N 3.624 0.920 -0.269
6 H -1.352 1.937 -0.087
7 H -0.002 1.557 -1.131
8 H -0.972 0.054 1.176
9 H 1.840 -1.477 1.549
10 H 1.326 -1.858 -0.903

## Properties
* total energy: -12558.178 eV
* gap between HOMO and LUMO: 11.759 eV
* energy relative to the best compared isomer or geometry (same formula, charge and spin): 0.2209 eV
* total charge: 0

***

No. 11
ORCA calculation (the ωB97M-V functional and the def2-TZVPD basis) on a gas-phase ion, C3H5O2S (charge -1).

Geometry (Å):
1 O 1.127 -1.514 0.731
2 C 0.681 -0.484 1.257
3 O 0.967 0.006 2.393
4 C -0.401 0.365 0.519
5 C -0.727 0.012 -0.930
6 S 0.761 -0.141 -2.069
7 H -0.337 1.447 0.668
8 H -1.364 0.261 1.055
9 H -1.207 0.863 -1.406
10 H -1.239 -0.931 -1.055
11 H 1.738 0.117 -1.164

## Properties
* total energy: -18123.585 eV
* gap between HOMO and LUMO: 7.605 eV
* energy relative to the best compared isomer or geometry (same formula, charge and spin): 0.4429 eV
* total charge: -1

***

No. 12
ORCA calculation (the ωB97M-V functional and the def2-TZVPD basis) on 2 unconnected molecules or ions with the total composition C3H5O2S2.

Geometry (Å):
1 C -0.322 -0.838 -1.152
2 C -0.601 -2.339 -0.805
3 O -0.035 -3.185 -1.510
4 O -1.369 -2.481 0.180
5 C 0.011 -0.055 0.095
6 S 0.536 1.679 -0.221
7 S 0.608 2.370 1.722
8 H 0.494 -0.717 -1.921
9 H -1.255 -0.482 -1.639
10 H -0.822 -0.006 0.810
11 H 0.845 -0.527 0.610
12 H -1.393 1.935 -0.742

## Properties
* total energy: -28956.769 eV
* gap between HOMO and LUMO: 6.018 eV
* energy relative to the best compared isomer or geometry (same formula, charge and spin): 2.6433 eV
* total charge: -1

***

Max |F|, record by record: 5.4 9.0 4.6 4.5 4.1 1.6 3.8 6.9 2.4 3.0 2.0 4.2 eV/A